# 1
C38H59ClFN4O17S | ωB97M-V/def2-TZVPD

Values from the calculation:
HOMO energy = -10.9 eV
Charge = +1
Max |F| = 0.0188 hartree/bohr
Frontier orbital gap = 8.044 eV
LUMO energy = -2.85 eV
E_tot = -3939.45291 Eh

CARTESIAN COORDINATES (ANGSTROEM)
C1 -3.77353 3.97958 -4.75478
C2 -4.04523 2.50199 -4.55496
Cl1 -3.31854 1.56618 -5.90707
C3 -3.46188 2.04209 -3.19079
C4 -2.83319 0.70624 -3.19769
N1 -1.57303 0.41115 -2.94798
C5 -1.40097 -0.90957 -3.07652
N2 -0.25961 -1.55209 -2.90598
C6 0.92348 -0.75820 -2.52006
C7 1.72350 -0.24818 -3.71384
O1 1.16557 0.95562 -4.21317
C8 -0.12283 -3.01288 -3.06040
C9 1.32023 -3.50873 -3.09523
O2 1.33551 -4.77499 -3.77782
C10 1.17553 -5.84951 -2.98229
O3 0.45594 -5.87447 -2.03074
N3 -2.62464 -1.50126 -3.39505
S1 -3.23380 -3.06854 -3.65023
N4 -3.48363 -0.41639 -3.45085
F1 -4.75786 -0.59684 -3.76452
H1 -4.34714 4.36766 -5.58725
H2 -2.71699 4.12282 -4.97933
H3 -4.02518 4.51750 -3.84634
H4 -5.11504 2.32489 -4.56091
H5 -2.72697 2.75919 -2.83886
H6 -4.27579 2.02605 -2.46372
H7 1.53255 -1.33708 -1.83183
H8 0.60811 0.11926 -1.96150
H9 2.75261 -0.06891 -3.40287
H10 1.74826 -0.98787 -4.51511
H11 0.83161 0.81157 -5.09746
H12 -0.64078 -3.51639 -2.24755
H13 -0.58312 -3.31546 -3.99609
H14 1.98467 -2.87399 -3.66386
H15 1.69218 -3.66350 -2.08611
H16 1.77702 -6.71046 -3.28252
H17 -3.08010 -3.09288 -4.98552
O4 1.13770 1.42773 1.69231
C11 0.01120 1.07376 1.52530
O5 -0.35741 0.34048 0.43443
C12 -1.77328 0.10979 0.44738
C13 -2.19459 0.28430 1.90132
C14 -1.19717 1.32655 2.39866
H18 -2.24361 0.83567 -0.22255
H19 -1.96368 -0.89660 0.07281
H20 -3.23670 0.57708 2.01160
H21 -2.04844 -0.64522 2.44927
H22 -1.53369 2.34996 2.22150
H23 -0.94252 1.20851 3.44922
O6 3.72319 -3.55024 3.56307
C15 4.00722 -2.45118 3.18670
O7 3.11199 -1.66351 2.53839
C16 3.73902 -0.43738 2.11338
C17 4.94825 -0.26876 3.02688
C18 5.33097 -1.72058 3.30938
H24 4.02496 -0.55072 1.06304
H25 3.01772 0.36754 2.19587
H26 5.74198 0.32553 2.58516
H27 4.64843 0.21629 3.95482
H28 6.01129 -2.12443 2.55700
H29 5.76129 -1.86917 4.29484
O8 -5.04004 6.36591 -3.17420
C19 -5.15351 7.07383 -4.13484
O9 -5.38242 6.59158 -5.38005
C20 -5.36279 7.67239 -6.33987
C21 -5.66056 8.93021 -5.53478
C22 -5.04399 8.58418 -4.18190
H30 -4.37465 7.69595 -6.80275
H31 -6.10683 7.46090 -7.10277
H32 -5.26041 9.83086 -5.99351
H33 -6.73841 9.05453 -5.42878
H34 -3.98590 8.84689 -4.12997
H35 -5.56221 9.02465 -3.33542
O10 -1.69016 0.76111 5.77691
C23 -2.82056 0.36782 5.77776
O11 -3.27707 -0.43957 4.79176
C24 -4.68899 -0.67551 4.94614
C25 -4.97021 -0.41636 6.42395
C26 -3.93865 0.66456 6.75468
H36 -5.22700 0.01727 4.29461
H37 -4.90262 -1.69478 4.63516
H38 -6.00021 -0.12503 6.61460
H39 -4.76039 -1.31632 7.00202
H40 -4.31155 1.66886 6.54691
H41 -3.56956 0.62582 7.77521
O12 2.95487 0.40907 10.05244
C27 2.49903 0.47375 8.95056
O13 2.02057 1.63022 8.42980
C28 1.44310 1.39475 7.13266
C29 2.09449 0.11094 6.63027
C30 2.33393 -0.64484 7.93592
H42 0.36320 1.29271 7.24573
H43 1.64970 2.25703 6.50313
H44 1.47892 -0.42057 5.90749
H45 3.05131 0.34020 6.15825
H46 1.47039 -1.24338 8.23054
H47 3.21795 -1.27543 7.92324
O14 7.38007 0.19336 5.16914
C31 7.69025 1.29477 4.82338
O15 6.82237 2.11429 4.17905
C32 7.48025 3.33481 3.79120
C33 8.67785 3.45758 4.72752
C34 9.02750 1.99130 4.98075
H48 7.77939 3.24444 2.74466
H49 6.76943 4.15132 3.88693
H50 9.48856 4.04593 4.30424
H51 8.36887 3.92897 5.66078
H52 9.70813 1.59133 4.22736
H53 9.43669 1.80067 5.96829
O16 0.16737 -9.76265 -8.58036
C35 -0.22003 -9.20076 -7.60443
O17 -1.48947 -9.33448 -7.13793
C36 -1.70732 -8.47275 -6.01446
C37 -0.31861 -8.19114 -5.44846
C38 0.54701 -8.24328 -6.70655
H54 -2.20055 -7.56399 -6.36976
H55 -2.36648 -8.97935 -5.31415
H56 -0.26568 -7.24866 -4.90688
H57 -0.03036 -8.99233 -4.76692
H58 0.60206 -7.27785 -7.21233
H59 1.55296 -8.61476 -6.53496

Results of the Mulliken charge analysis, in e, for atoms 1 through 5: -1.51, 0.45, -0.22, -0.91, -0.16

# 2
C38H59O15S | ωB97M-V/def2-TZVPD

Values from the calculation:
HOMO energy = -4.7 eV
Charge = -1
Max |F| = 0.1059 hartree/bohr
Frontier orbital gap = 6.567 eV
LUMO energy = 1.87 eV
E_tot = -3009.96117 Eh

CARTESIAN COORDINATES (ANGSTROEM)
C1 0.17593 -2.23753 -2.13407
C2 0.98197 -1.51718 -1.55213
C3 2.23839 -0.60620 -1.25716
C4 2.72825 -0.99353 0.20532
C5 1.70238 -0.69512 1.37491
C6 2.26897 -1.19093 2.80205
C7 3.59414 -0.34712 3.18576
C8 1.15951 -0.69898 3.86669
C9 1.96699 0.95071 -1.49573
C10 0.45353 1.40254 -1.56773
C11 -0.33325 1.45883 -0.19915
O1 -0.16620 2.35714 0.62666
C12 -1.41106 0.36922 0.11468
C13 -2.22454 -0.20458 -1.00030
C14 -3.24189 -1.27707 -0.77565
C15 -3.46943 -1.80715 0.60018
C16 -2.70605 -1.22990 1.76482
C17 -1.70283 -0.16305 1.50570
O2 2.77984 1.67404 -0.54131
S1 4.31892 1.64138 -1.23944
O3 5.27713 1.89820 -0.13527
O4 4.43965 2.70752 -2.24269
C18 4.74996 -0.02032 -1.93351
C19 5.60531 0.17374 -3.28078
O5 6.84920 0.01359 -3.25267
O6 4.99622 0.52957 -4.41077
C20 3.48114 -0.96600 -2.23105
C21 3.83825 -2.49808 -2.27082
O7 4.80599 -2.91393 -1.26929
C22 5.50086 -4.04574 -1.84126
H1 -0.66898 -2.70306 -2.70706
H2 3.71336 -0.50469 0.50435
H3 2.94055 -2.11546 0.24669
H4 0.77879 -1.31507 1.18222
H5 1.51713 0.41016 1.50157
H6 2.44018 -2.30661 2.84075
H7 3.48847 0.16337 4.19946
H8 3.71106 0.50687 2.43545
H9 4.51564 -0.99596 3.14938
H10 0.17339 -1.23398 3.75466
H11 1.60635 -0.82433 4.90964
H12 1.03130 0.42543 3.74973
H13 2.40247 1.19908 -2.52715
H14 0.46413 2.47520 -1.96401
H15 -0.15207 0.82191 -2.33521
H16 -2.08272 0.15724 -2.06016
H17 -3.82384 -1.71561 -1.63198
H18 -4.20079 -2.63372 0.80491
H19 -2.83382 -1.58567 2.82203
H20 -1.07382 0.28940 2.33145
H21 5.45769 -0.50897 -1.19101
H22 3.11148 -0.68036 -3.27345
H23 2.95663 -3.20332 -2.22453
H24 4.33703 -2.68641 -3.28455
H25 6.27847 -3.66390 -2.57598
H26 6.02271 -4.65548 -1.04930
H27 4.78433 -4.71699 -2.41133
O8 -5.79734 -2.61231 3.00723
C23 -5.38470 -3.02689 4.05955
O9 -4.76176 -4.22029 4.11687
C24 -4.09089 -4.72791 5.27598
C25 -5.06617 -5.40028 6.22248
C26 -5.62950 -2.26678 5.33676
H28 -3.50460 -3.94458 5.76333
H29 -3.37477 -5.46803 4.91427
H30 -5.81281 -4.69805 6.59629
H31 -4.53844 -5.83153 7.07560
H32 -5.60901 -6.19425 5.70470
H33 -6.63877 -2.48308 5.69187
H34 -5.54289 -1.20040 5.12445
H35 -4.91191 -2.48180 6.12590
O10 -0.32454 1.17673 5.37472
C27 0.35265 1.78357 6.16400
O11 1.55716 1.30275 6.52953
C28 2.50728 2.01942 7.32542
C29 2.20621 1.87013 8.80403
C30 -0.16392 3.03819 6.81916
H36 2.57032 3.06491 7.01282
H37 3.48124 1.57517 7.11146
H38 1.23099 2.28714 9.06004
H39 2.96679 2.37408 9.40394
H40 2.18145 0.81349 9.07992
H41 -0.81641 2.76318 7.64992
H42 -0.73744 3.60041 6.08120
H43 0.61694 3.70706 7.17545
O12 -2.33224 3.79867 -6.29579
C31 -1.44976 4.29139 -5.63350
O13 -1.65932 4.57182 -4.33630
C32 -0.63684 4.99883 -3.42373
C33 -0.40816 6.49415 -3.51854
C34 -0.13676 4.67667 -6.26258
H44 0.28136 4.42358 -3.56769
H45 -0.99933 4.75458 -2.42340
H46 -0.06002 6.78580 -4.51062
H47 0.33135 6.81663 -2.78328
H48 -1.34238 7.03158 -3.33963
H49 -0.24973 5.64232 -6.75879
H50 0.12603 3.91980 -7.00271
H51 0.69449 4.72215 -5.56242
O14 -2.95276 -0.63073 -4.37522
C35 -3.08458 -0.49759 -5.56593
O15 -3.99266 -1.23656 -6.23262
C36 -4.34066 -1.03957 -7.60743
C37 -3.36358 -1.74663 -8.52627
C38 -2.18261 0.42803 -6.33687
H52 -4.43903 0.02442 -7.83761
H53 -5.33335 -1.47554 -7.73642
H54 -2.35233 -1.35260 -8.41739
H55 -3.66799 -1.63632 -9.56916
H56 -3.31726 -2.81040 -8.28233
H57 -1.23734 -0.08133 -6.53597
H58 -1.99420 1.31250 -5.72837
H59 -2.60756 0.78599 -7.27196

Results of the Mulliken charge analysis, in e, for atoms 1 through 5: -0.22, -2.76, 3.32, -1.57, -0.62

# 3
C38H60AuBN9O3S2 | ωB97M-V/def2-TZVPD

Values from the calculation:
HOMO energy (alpha / beta) = -11.4 / -11.4 eV
Charge = +1
Max |F| = 0.0382 hartree/bohr
Frontier orbital gap (alpha / beta) = 5.491 / 5.495 eV
LUMO energy (alpha / beta) = -5.92 / -5.91 eV
E_tot = -3159.25526 Eh

CARTESIAN COORDINATES (ANGSTROEM)
Au1 -0.23247 -0.32410 0.67071
C1 -3.60536 -1.56911 0.45964
C2 -4.01279 -0.16667 0.91137
C3 -3.85166 0.09508 2.41149
C4 -3.26702 0.84954 0.11423
C5 -3.87067 1.81457 -0.68300
C6 -2.84697 2.51590 -1.29871
C7 -3.15358 3.59081 -2.29917
C8 -2.69236 3.23183 -3.71225
C9 -2.68677 4.98885 -1.90183
N1 -1.68014 1.98902 -0.86301
N2 -1.94792 0.98276 -0.01224
B1 -0.23299 2.29782 -1.31119
N3 0.70036 2.56283 -0.10872
N4 0.78544 1.67677 0.89231
C10 1.71886 2.04990 1.76228
C11 2.24884 3.25324 1.30538
C12 1.59753 3.54978 0.11739
C13 1.95291 4.77498 -0.66819
C14 2.52129 4.45183 -2.04837
C15 0.82999 5.80739 -0.73626
C16 2.11401 1.28133 2.97072
C17 3.03341 2.08338 3.88921
C18 2.78503 -0.02184 2.53932
N5 0.29708 1.04754 -2.04737
N6 0.38963 -0.13954 -1.41520
C19 0.86220 -1.05104 -2.26812
C20 1.07043 -0.42854 -3.49468
C21 0.71187 0.89560 -3.32379
C22 0.80504 1.93868 -4.38631
C23 2.26712 2.07943 -4.82125
C24 -0.06687 1.53816 -5.57969
C25 1.13053 -2.48360 -1.97299
C26 2.60846 -2.79284 -2.23531
C27 0.22346 -3.36754 -2.83432
H1 -4.06043 -2.32530 1.09413
H2 -3.93257 -1.73417 -0.56585
H3 -2.52356 -1.68270 0.49100
H4 -5.07379 -0.04013 0.67126
H5 -2.82096 0.33085 2.64589
H6 -4.46482 0.94488 2.70531
H7 -4.16913 -0.77034 2.98938
H8 -4.92470 1.96653 -0.79845
H9 -4.25077 3.61770 -2.31913
H10 -1.61399 3.28026 -3.79806
H11 -3.02193 2.22938 -3.97481
H12 -3.12085 3.93342 -4.42342
H13 -1.61546 5.09053 -2.02522
H14 -3.16535 5.72583 -2.54205
H15 -2.94395 5.20670 -0.86863
H16 -0.23191 3.23308 -2.01331
H17 3.02132 3.83087 1.76728
H18 2.76392 5.23042 -0.08627
H19 1.75865 4.04928 -2.70426
H20 2.92274 5.35669 -2.49802
H21 3.32698 3.72624 -1.95924
H22 0.03970 5.47603 -1.39868
H23 0.40716 5.98179 0.24994
H24 1.21811 6.74931 -1.11573
H25 1.19258 1.03526 3.51348
H26 3.96921 2.31366 3.38502
H27 2.56238 3.01156 4.20264
H28 3.26658 1.49774 4.77357
H29 3.75992 0.16573 2.09338
H30 2.91769 -0.69144 3.38379
H31 2.17437 -0.53949 1.80173
H32 1.43726 -0.89337 -4.38518
H33 0.45705 2.89595 -3.99688
H34 2.61838 1.15174 -5.26372
H35 2.36146 2.87080 -5.55945
H36 2.90221 2.31695 -3.97212
H37 0.30610 0.62254 -6.02942
H38 -1.09661 1.37550 -5.27302
H39 -0.04823 2.32153 -6.33212
H40 0.91139 -2.66874 -0.92392
H41 2.89865 -2.49227 -3.23900
H42 3.23506 -2.26729 -1.51833
H43 2.78443 -3.85983 -2.13443
H44 0.45055 -3.24193 -3.89040
H45 0.36655 -4.41156 -2.56842
H46 -0.82056 -3.11125 -2.67076
C28 -1.95234 1.43641 6.23865
C29 -0.79471 0.43772 6.16536
C30 -0.87569 -0.36174 4.92017
N7 -0.60833 0.06932 3.74614
N8 -0.83228 -0.80685 2.76391
C31 -1.27267 -1.97131 3.18417
N9 -1.68819 -2.96732 2.39518
S1 -1.47280 -2.01404 4.90725
H47 -1.90133 1.99016 7.17123
H48 -2.90522 0.91689 6.19647
H49 -1.89615 2.13571 5.40920
H50 -0.83777 -0.23458 7.02211
H51 0.14958 0.98277 6.18449
H52 -1.14426 -3.04647 1.53699
H53 -1.90760 -3.83746 2.85431
C32 0.91546 -8.78001 -0.12500
C33 1.05510 -7.39726 0.42169
C34 2.03928 -6.54350 -0.06769
C35 2.16392 -5.25751 0.42602
C36 1.29737 -4.82504 1.40692
C37 0.33920 -5.66073 1.93684
C38 0.21958 -6.94759 1.44050
S2 1.47227 -3.12177 1.93073
O1 2.83565 -2.75703 1.68494
O2 0.98452 -2.99909 3.28824
O3 0.51060 -2.43459 0.97009
H54 1.32667 -8.84241 -1.12961
H55 -0.12890 -9.08034 -0.14581
H56 1.45555 -9.48689 0.50462
H57 2.70851 -6.89190 -0.83970
H58 2.92682 -4.58498 0.07456
H59 -0.28876 -5.31814 2.74238
H60 -0.52982 -7.61152 1.84307

Results of the Mulliken charge analysis, in e, for atoms 1 through 5: 3.04, -1.17, 0.36, -1.26, -0.61

# 4
C38H60N5O6PTi | ωB97M-V/def2-TZVPD

Values from the calculation:
⟨S²⟩ = 0.7529
HOMO energy (alpha / beta) = -9.8 / -9.8 eV
Charge = +1
Max |F| = 0.0086 hartree/bohr
Frontier orbital gap (alpha / beta) = 7.952 / 7.947 eV
LUMO energy (alpha / beta) = -1.81 / -1.81 eV
E_tot = -3399.94356 Eh
Multiplicity = 2

CARTESIAN COORDINATES (ANGSTROEM)
Ti1 -0.07961 -0.30265 0.08942
C1 -1.69899 1.71033 1.01123
C2 -1.58560 0.61592 2.09656
O1 -0.22812 0.09432 2.07799
C3 0.22964 -1.09848 2.75396
C4 1.36960 -1.82162 1.92306
O2 1.71468 -1.03584 0.76359
C5 2.21738 -1.52077 -0.50182
C6 2.11964 -0.37650 -1.53862
O3 0.71704 -0.01559 -1.75178
C7 0.30361 1.31176 -2.20630
C8 -0.77041 2.04891 -1.31047
O4 -1.42819 1.18248 -0.33614
H1 -0.99867 2.51975 1.21375
H2 -2.72111 2.09092 1.02958
H3 -2.28183 -0.20861 1.92664
H4 -1.78382 1.09696 3.05656
H5 -0.60839 -1.78728 2.87585
H6 0.62611 -0.79818 3.72282
H7 1.02148 -2.80460 1.61299
H8 2.26063 -1.90949 2.54377
H9 1.62433 -2.38233 -0.81723
H10 3.26826 -1.80524 -0.41350
H11 2.53182 -0.73692 -2.48198
H12 2.65740 0.50221 -1.19008
H13 -0.09836 1.15419 -3.20529
H14 1.17711 1.95815 -2.25687
H15 -1.55007 2.43249 -1.96908
H16 -0.28628 2.86023 -0.77607
N1 -1.14071 -1.81100 -0.05248
P1 -2.13782 -2.93458 -0.50704
N2 -2.24341 -4.17937 0.58319
C9 -0.99199 -4.69651 1.12947
C10 -0.84959 -6.20066 0.92391
C11 -2.06582 -6.93966 1.46815
C12 -3.33432 -6.39673 0.81897
C13 -3.44291 -4.89055 1.02185
N3 -3.72812 -2.46366 -0.66276
C14 -4.36672 -1.93036 0.55826
C15 -4.66666 -0.44576 0.40855
C16 -5.69901 -0.21824 -0.70175
C17 -5.53689 -1.27500 -1.80427
C18 -4.09343 -1.74339 -1.89809
N4 -1.72287 -3.53281 -1.99037
C19 -0.51427 -3.11885 -2.70328
C20 -0.55923 -3.59867 -4.15628
C21 -1.98515 -3.52696 -4.68684
C22 -2.85640 -4.54943 -3.94577
C23 -2.36613 -4.74259 -2.50193
H17 -0.93607 -4.47112 2.20544
H18 -0.16591 -4.17817 0.64156
H19 0.06526 -6.54121 1.41383
H20 -0.74368 -6.40571 -0.14630
H21 -2.12443 -6.79772 2.55307
H22 -1.97130 -8.01210 1.29431
H23 -4.22124 -6.87149 1.24294
H24 -3.32458 -6.62877 -0.25011
H25 -3.59280 -4.69429 2.09309
H26 -4.30152 -4.49126 0.48829
H27 -3.70245 -2.11044 1.40776
H28 -5.29427 -2.47531 0.76214
H29 -3.73222 0.06548 0.16569
H30 -5.02384 -0.04303 1.35930
H31 -5.57956 0.78373 -1.11808
H32 -6.70804 -0.26678 -0.28940
H33 -5.85456 -0.88114 -2.76986
H34 -6.16638 -2.14366 -1.59654
H35 -3.43468 -0.87726 -2.06214
H36 -3.96455 -2.41170 -2.74458
H37 0.38784 -3.51660 -2.21774
H38 -0.45321 -2.03114 -2.67332
H39 -0.20067 -4.62917 -4.22711
H40 0.12363 -2.99022 -4.75097
H41 -2.01079 -3.71037 -5.76070
H42 -2.37308 -2.51614 -4.52814
H43 -2.82005 -5.51453 -4.45522
H44 -3.90108 -4.23501 -3.95555
H45 -1.66022 -5.57988 -2.45113
H46 -3.19937 -4.99887 -1.84919
C24 -1.08512 2.11226 8.57137
C25 -0.48912 3.00119 7.51342
C26 -0.26163 4.34525 7.78137
C27 0.27797 5.18222 6.81679
C28 0.61646 4.67048 5.57776
C29 0.39648 3.32632 5.29402
N5 0.72021 2.84061 3.99539
C30 1.84681 2.05425 3.76606
C31 2.59147 1.50160 4.81266
C32 3.70179 0.71422 4.55264
C33 4.10248 0.45708 3.24834
C34 3.35372 0.98454 2.20756
C35 2.23180 1.76674 2.44199
C36 1.41445 2.27467 1.29016
O5 0.94648 3.41682 1.31826
O6 1.19582 1.45119 0.32463
C37 -0.17331 2.48290 6.25098
C38 -0.45658 1.03929 5.93828
H47 -1.20241 2.65261 9.50874
H48 -0.45772 1.23878 8.76046
H49 -2.06921 1.74267 8.27349
H50 -0.51263 4.73973 8.75832
H51 0.44783 6.22797 7.03626
H52 1.06307 5.30327 4.82040
H53 0.58454 3.51048 3.24690
H54 2.31841 1.72590 5.83465
H55 4.27400 0.31938 5.38275
H56 4.99094 -0.12718 3.04851
H57 3.64420 0.79750 1.18148
H58 -0.35151 0.85854 4.87020
H59 -1.46625 0.76110 6.24575
H60 0.23365 0.37112 6.46133

Results of the Mulliken charge analysis, in e, for atoms 1 through 5: -0.61, -0.89, -0.25, 0.58, -0.78

> What is the E_tot in the first record?

-3939.45291 Eh

> E_tot of number 2 (C38H59O15S)?

-3009.96117 Eh

> The lowest E_tot belongs to which entry?

C38H59ClFN4O17S